{"formula": "CH3NO", "method": "ωB97M-V/def2-TZVPD", "symbols": ["C", "N", "O", "H", "H", "H"], "coordinates": [[0.1204, 0.1683, 0.5096], [0.3362, -0.3796, -0.8487], [-0.1476, -1.1316, 0.1870], [1.0566, 0.4832, 0.8603], [-0.7578, 0.7661, 0.9167], [-0.6078, 0.0935, -1.6248]], "relative_energy_kcal_mol": 103.7, "orbital_gap_ev": 10.69, "e_lumo_ha": 0.0352, "e_homo_ha": -0.3577, "charge": 0}



{"formula": "CH3NO2P", "method": "ωB97M-V/def2-TZVPD", "symbols": ["C", "N", "O", "O", "P", "H", "H", "H"], "coordinates": [[-1.3548, -0.3498, 0.0874], [-0.0783, 0.2505, 0.1543], [-2.2396, -0.1518, 0.8461], [-1.3431, -0.8954, -1.0518], [1.1170, -0.2876, -0.7951], [0.4855, 0.5545, 2.0027], [2.0265, -0.0197, 0.1556], [1.3867, 0.8993, -1.3992]], "relative_energy_kcal_mol": 106.2, "orbital_gap_ev": [7.20, 7.22], "e_lumo_ha": [0.1087, 0.1088], "e_homo_ha": [-0.1560, -0.1564], "charge": -1}



{"formula": "CH3NO2S", "method": "ωB97M-V/def2-TZVPD", "symbols": ["O", "N", "O", "C", "S", "H", "H", "H"], "coordinates": [[-0.2343, -0.3769, -2.0245], [-0.4210, 0.3966, -1.1073], [-0.9924, 1.4528, -1.2290], [0.3239, 0.1350, 0.1933], [-0.6562, -0.9615, 1.2298], [1.2643, -0.4383, 0.0787], [0.4038, 1.0577, 0.8891], [0.3119, -1.2654, 1.9699]], "relative_energy_kcal_mol": 75.1, "orbital_gap_ev": 9.73, "e_lumo_ha": -0.0068, "e_homo_ha": -0.3644, "charge": 0}



{"formula": "CH3NO2S", "method": "ωB97M-V/def2-TZVPD", "symbols": ["N", "S", "O", "C", "O", "H", "H", "H"], "coordinates": [[1.8544, 0.1032, 0.4981], [0.5693, -0.7603, -0.2737], [-0.7596, 0.0279, 0.3936], [-1.8028, 0.2711, -0.3154], [-2.7917, 0.8836, 0.0957], [2.2297, -0.6138, 1.1466], [2.4107, 0.3760, -0.2895], [-1.7100, -0.2876, -1.2553]], "relative_energy_kcal_mol": 22.1, "orbital_gap_ev": 9.90, "e_lumo_ha": 0.0084, "e_homo_ha": -0.3554, "charge": 0}



{"formula": "CH3NO2S", "method": "ωB97M-V/def2-TZVPD", "symbols": ["C", "N", "O", "O", "S", "H", "H", "H"], "coordinates": [[-0.7015, -1.2813, 0.8519], [0.8737, 2.1382, -1.7584], [0.2825, 1.7660, -0.7910], [1.9478, 1.8955, -2.1678], [0.1623, 0.2153, 1.5747], [-1.8195, -1.0987, 0.9315], [-0.4936, -2.1348, 1.5657], [-0.2515, -1.5003, -0.2067]], "relative_energy_kcal_mol": 111.3, "orbital_gap_ev": [7.35, 7.22], "e_lumo_ha": [-0.0686, -0.0584], "e_homo_ha": [-0.3387, -0.3237], "charge": 0}



{"formula": "CH3NO2S", "method": "ωB97M-V/def2-TZVPD", "symbols": ["C", "N", "O", "O", "S", "H", "H", "H"], "coordinates": [[1.8550, -0.8091, -0.0225], [-2.1809, 0.0677, 0.2047], [-1.5376, -0.8080, -0.2625], [-1.7229, 1.3518, -0.1922], [2.6671, 0.5765, 0.0187], [1.6878, -1.3953, 0.8532], [1.3608, -1.0574, -1.0208], [-2.1293, 2.0739, 0.4215]], "spin_multiplicity": 3, "relative_energy_kcal_mol": 55.6, "orbital_gap_ev": [7.03, 8.45], "e_lumo_ha": [0.0038, -0.0753], "e_homo_ha": [-0.2544, -0.3860], "s_squared": 2.0055, "charge": 0}



{"formula": "CH3NO2S2", "method": "ωB97M-V/def2-TZVPD", "symbols": ["C", "N", "O", "O", "S", "S", "H", "H", "H"], "coordinates": [[0.2950, -0.3118, -1.0105], [0.5716, -0.4454, 0.2363], [1.4319, -1.4828, 0.7013], [-0.0288, 0.0880, 1.2807], [0.8599, -0.5617, -2.4391], [-1.4057, 1.8286, -0.6342], [1.8604, -1.3153, 1.5534], [-0.8533, 0.5683, 0.8556], [-2.7309, 1.6320, -0.5436]], "relative_energy_kcal_mol": 126.4, "orbital_gap_ev": [6.52, 6.54], "e_lumo_ha": [-0.0778, -0.0776], "e_homo_ha": [-0.3175, -0.3178], "charge": 0}



{"formula": "CH3NO2S2", "method": "ωB97M-V/def2-TZVPD", "symbols": ["C", "N", "O", "O", "S", "S", "H", "H", "H"], "coordinates": [[2.0436, -0.0377, 0.3062], [1.8303, 1.2246, 0.3480], [1.2929, 1.7631, -0.8969], [1.6094, 1.9040, 1.3410], [2.9353, -1.2990, 0.3113], [-0.9034, -0.9647, -0.5576], [1.2070, 2.7193, -1.0945], [-1.5943, 0.2616, -0.5538], [-0.5287, -0.7303, 0.7108]], "relative_energy_kcal_mol": 121.4, "orbital_gap_ev": [7.23, 7.23], "e_lumo_ha": [-0.0482, -0.0481], "e_homo_ha": [-0.3140, -0.3140], "charge": 0}



{"formula": "CH3NO2S2", "method": "ωB97M-V/def2-TZVPD", "symbols": ["C", "N", "O", "O", "S", "S", "H", "H", "H"], "coordinates": [[-0.0722, 1.1298, -0.2556], [0.0501, -0.8698, 0.4142], [2.2219, -0.3858, -0.8045], [-2.3261, -0.4667, -0.6609], [1.4252, -0.0231, 0.3285], [-1.4622, -0.0030, 0.3871], [0.1396, 1.9588, 0.2973], [-0.2274, 0.9980, -1.2963], [0.2511, -2.3382, 1.5902]], "relative_energy_kcal_mol": 144.0, "orbital_gap_ev": [8.44, 8.10], "e_lumo_ha": [-0.0446, -0.0603], "e_homo_ha": [-0.3546, -0.3580], "charge": 0}



{"formula": "CH3NO3", "method": "ωB97M-V/def2-TZVPD", "symbols": ["O", "N", "O", "H", "C", "O", "H", "H"], "coordinates": [[-1.7123, 1.1368, 0.0601], [-1.6188, -0.0208, -0.1681], [-2.7853, -0.7388, 0.0528], [-2.5822, -1.6627, -0.1560], [2.1738, 0.3220, 0.0530], [2.1884, -0.8711, 0.0752], [1.9710, 0.9326, 0.9464], [2.3654, 0.9021, -0.8634]], "relative_energy_kcal_mol": 56.7, "orbital_gap_ev": 10.36, "e_lumo_ha": 0.0059, "e_homo_ha": -0.3747, "charge": 0}



{"formula": "CH3NO3", "method": "ωB97M-V/def2-TZVPD", "symbols": ["C", "N", "O", "O", "O", "H", "H", "H"], "coordinates": [[-0.4859, -0.4291, -0.5826], [-1.8287, -0.0931, -0.3145], [-0.2346, -1.5816, -0.8726], [-2.4913, -0.1492, 0.6658], [0.4173, 0.5483, -0.6637], [1.4320, 1.0053, 1.2748], [1.9038, 0.3663, 1.5214], [1.2873, 0.3333, -1.0285]], "relative_energy_kcal_mol": 68.9, "orbital_gap_ev": 8.75, "e_lumo_ha": -0.0381, "e_homo_ha": -0.3599, "charge": 0}



{"formula": "CH3NO3", "method": "ωB97M-V/def2-TZVPD", "symbols": ["C", "N", "O", "O", "O", "H", "H", "H"], "coordinates": [[-0.3037, -0.6216, -0.3225], [1.0054, -0.0093, 0.0249], [1.1519, 0.4123, 1.2129], [1.8052, -0.0523, -0.8714], [-1.5118, 0.8330, 0.3533], [-0.4855, -0.7458, -1.3691], [-0.8062, -1.2628, 0.4130], [-0.8552, 1.4465, 0.5590]], "spin_multiplicity": 3, "relative_energy_kcal_mol": 64.3, "orbital_gap_ev": [9.04, 6.10], "e_lumo_ha": [0.0042, -0.1596], "e_homo_ha": [-0.3281, -0.3838], "s_squared": 2.0433, "charge": 0}



Q: What is the charge in the sixth record?
A: 0



Q: Number 6 is which compound?
A: CH3NO2S



Q: Which of these has the lowest charge?
A: CH3NO2P



Q: The lowest charge belongs to which entry?
A: CH3NO2P